(1)
# C21H55F2N5O9S2

A cluster of 6 separate species, C21H55F2N5O9S2 in total at a distorted geometry (ωB97M-V with the def2-TZVPD basis set, OMol25).

Positions of all 94 atoms, in Å:
O (0.73, -0.45, -0.50)
H (0.57, 0.34, -1.14)
H (1.56, -0.26, 0.03)
H (0.96, -1.26, -1.08)
N (3.10, -0.54, 0.76)
S (4.55, -0.23, 0.21)
O (5.22, -1.32, -0.40)
O (5.34, 0.71, 0.96)
F (3.96, 0.67, -1.02)
S (3.53, -1.60, 1.96)
O (4.10, -1.02, 3.14)
O (3.90, -2.96, 1.62)
F (1.99, -1.90, 2.34)
C (-2.71, 1.86, -0.15)
C (-1.95, 2.26, 1.13)
C (-1.71, 0.93, 1.85)
C (-0.75, 1.05, 3.09)
C (0.59, 1.61, 2.62)
C (0.49, 2.88, 1.76)
N (-0.62, 2.76, 0.79)
O (-0.57, 3.67, -0.30)
C (0.33, 4.11, 2.64)
C (1.82, 2.95, 0.99)
C (-2.89, 3.22, 1.90)
H (-3.04, 2.73, -0.72)
H (-3.53, 1.18, 0.06)
H (-2.02, 1.49, -0.91)
H (-2.59, 0.58, 2.39)
H (-1.33, 0.12, 1.24)
H (-0.59, 0.05, 3.50)
H (-1.13, 1.73, 3.86)
H (1.21, 0.81, 2.23)
H (0.92, 2.02, 3.59)
H (1.28, 4.27, 3.18)
H (0.35, 5.03, 2.05)
H (-0.43, 4.04, 3.42)
H (2.68, 2.83, 1.65)
H (1.97, 2.21, 0.20)
H (1.89, 3.92, 0.49)
H (-3.89, 2.81, 1.83)
H (-2.74, 4.22, 1.51)
H (-2.68, 3.25, 2.97)
H (-0.64, 4.54, 0.13)
C (1.84, 1.12, -3.95)
C (1.50, 2.03, -2.78)
C (1.56, 3.52, -3.15)
O (2.88, 3.90, -3.45)
C (3.83, 3.95, -2.38)
N (0.18, 1.60, -2.24)
H (2.73, 1.55, -4.41)
H (1.08, 0.90, -4.69)
H (2.15, 0.16, -3.52)
H (2.22, 1.83, -1.99)
H (1.23, 4.11, -2.29)
H (0.99, 3.71, -4.06)
H (4.59, 4.67, -2.66)
H (4.19, 2.94, -2.23)
H (3.30, 4.32, -1.49)
H (-0.20, 2.31, -1.61)
H (-0.50, 1.52, -2.99)
C (0.62, -4.68, -2.50)
C (0.62, -3.16, -2.62)
C (-0.77, -2.58, -2.35)
O (-0.99, -1.39, -3.11)
C (-1.44, -1.64, -4.42)
N (1.75, -2.56, -1.82)
H (1.09, -5.01, -1.58)
H (1.31, -5.09, -3.25)
H (-0.35, -5.12, -2.72)
H (0.88, -2.88, -3.65)
H (-1.06, -2.31, -1.33)
H (-1.51, -3.33, -2.65)
H (-0.79, -2.39, -4.87)
H (-1.49, -0.74, -5.04)
H (-2.46, -2.02, -4.51)
H (1.90, -3.26, -1.10)
H (2.60, -2.67, -2.36)
C (-4.46, -4.37, 1.69)
C (-3.52, -3.97, 2.84)
C (-3.07, -2.51, 2.69)
O (-2.11, -2.28, 1.67)
C (-0.84, -2.75, 2.04)
N (-4.17, -4.23, 4.16)
H (-5.22, -3.61, 1.49)
H (-4.86, -5.34, 1.98)
H (-3.86, -4.45, 0.78)
H (-2.67, -4.66, 2.85)
H (-2.66, -2.19, 3.65)
H (-3.93, -1.85, 2.51)
H (-0.61, -3.79, 1.74)
H (-0.65, -2.78, 3.11)
H (-0.02, -2.27, 1.51)
H (-3.41, -4.23, 4.84)
H (-4.64, -3.34, 4.36)

Calculated values
M: 623.827 g mol⁻¹
Orbital gap: 8.94 eV
E_LUMO: 0.0105 hartree


(2)
# C21H55O15P3Si2

A structure of composition C21H55O15P3Si2 at a distorted geometry (ωB97M-V with the def2-TZVPD basis set, OMol25).

Positions of all 96 atoms, in Å:
C (6.19, -1.29, 1.02)
C (6.07, -1.79, -0.45)
C (4.80, -1.32, -1.20)
C (4.48, 0.21, -1.07)
Si (3.23, 0.64, 0.28)
O (1.62, 0.66, -0.27)
Si (0.90, 2.20, -0.22)
C (-0.29, 2.41, 1.24)
C (-1.22, 1.18, 1.50)
C (-2.17, 0.87, 0.30)
C (-3.55, 0.31, 0.75)
C (-3.54, -1.22, 1.08)
C (-4.73, -2.01, 0.45)
O (-4.94, -1.71, -0.93)
C (-6.20, -1.22, -1.18)
C (-7.34, -2.12, -1.70)
O (-6.44, -0.08, -1.03)
H (7.17, -1.55, 1.45)
H (5.41, -1.71, 1.68)
H (6.11, -0.18, 1.03)
H (6.96, -1.43, -1.01)
H (6.15, -2.89, -0.42)
H (3.92, -1.96, -0.96)
H (4.99, -1.51, -2.28)
H (5.44, 0.75, -0.97)
H (4.02, 0.53, -2.03)
H (3.56, 2.01, 0.74)
H (3.36, -0.21, 1.48)
H (1.86, 3.31, -0.25)
H (0.09, 2.33, -1.46)
H (0.30, 2.68, 2.14)
H (-0.94, 3.28, 1.01)
H (-0.65, 0.28, 1.80)
H (-1.87, 1.45, 2.35)
H (-2.38, 1.85, -0.19)
H (-1.69, 0.25, -0.48)
H (-4.30, 0.59, -0.01)
H (-3.85, 0.83, 1.68)
H (-3.67, -1.33, 2.18)
H (-2.57, -1.70, 0.85)
H (-4.53, -3.08, 0.64)
H (-5.62, -1.77, 1.07)
H (-7.52, -3.00, -1.06)
H (-8.27, -1.52, -1.70)
H (-7.15, -2.43, -2.74)
C (-8.09, 6.26, 1.52)
O (-8.82, 5.25, 2.21)
P (-8.36, 3.64, 1.95)
O (-6.92, 3.78, 2.36)
O (-8.57, 3.81, 0.32)
C (-9.90, 3.91, -0.18)
O (-8.37, 1.96, 1.84)
C (-7.63, 1.36, 0.78)
H (-7.83, 7.03, 2.25)
H (-7.17, 5.88, 1.06)
H (-8.72, 6.69, 0.75)
H (-9.96, 4.76, -0.87)
H (-10.63, 4.07, 0.63)
H (-10.16, 3.00, -0.72)
H (-6.70, 1.89, 0.58)
H (-8.23, 1.32, -0.12)
H (-7.39, 0.34, 1.08)
C (2.26, -0.52, -6.29)
O (3.58, -1.02, -6.46)
P (4.86, 0.05, -6.18)
O (4.50, 0.42, -4.77)
O (4.25, 1.10, -7.29)
C (4.35, 0.75, -8.67)
O (6.35, 0.84, -6.20)
C (6.35, 2.26, -6.18)
H (1.70, -1.24, -5.70)
H (2.23, 0.45, -5.80)
H (1.79, -0.43, -7.27)
H (3.37, 0.90, -9.14)
H (4.65, -0.29, -8.81)
H (5.08, 1.40, -9.16)
H (5.55, 2.65, -5.55)
H (6.25, 2.65, -7.19)
H (7.31, 2.58, -5.78)
C (3.18, -4.99, 3.94)
O (3.15, -3.66, 4.44)
P (4.56, -3.06, 5.15)
O (5.47, -3.28, 3.97)
O (4.58, -4.33, 6.21)
C (3.61, -4.34, 7.25)
O (5.68, -2.21, 6.09)
C (6.79, -2.92, 6.61)
H (2.74, -4.98, 2.94)
H (4.18, -5.40, 3.88)
H (2.57, -5.63, 4.58)
H (3.15, -5.32, 7.29)
H (2.83, -3.59, 7.09)
H (4.11, -4.14, 8.21)
H (7.15, -3.67, 5.90)
H (6.52, -3.40, 7.55)
H (7.58, -2.20, 6.81)

Calculated values
M: 696.750 g mol⁻¹
Orbital gap: 7.28 eV
E_LUMO: -0.0828 hartree


(3)
# C21H56Br3N7O7

A cluster of 11 separate species, C21H56Br3N7O7 in total at a distorted geometry (ωB97M-V with the def2-TZVPD basis set, OMol25).

Positions of all 94 atoms, in Å:
C (5.56, -6.92, -3.22)
C (5.37, -7.74, -4.44)
O (5.01, -8.87, -4.63)
N (5.74, -6.95, -5.76)
H (6.05, -7.53, -6.51)
H (4.88, -6.54, -6.09)
C (6.85, -5.92, -5.59)
H (6.20, -6.05, -3.36)
H (6.11, -7.52, -2.46)
H (4.59, -6.55, -2.90)
H (6.30, -5.10, -5.22)
H (7.37, -5.62, -6.48)
H (7.61, -6.29, -4.82)
C (3.06, -1.62, -8.30)
C (1.93, -2.50, -8.52)
O (1.36, -2.78, -9.49)
N (1.39, -3.19, -7.20)
H (0.67, -3.81, -7.53)
H (2.06, -3.81, -6.62)
C (0.70, -2.09, -6.29)
H (2.79, -0.84, -7.54)
H (3.43, -1.22, -9.23)
H (3.82, -2.18, -7.81)
H (0.05, -2.63, -5.58)
H (0.12, -1.53, -6.99)
H (1.55, -1.48, -5.82)
C (2.34, 8.26, 1.81)
C (2.87, 8.89, 3.05)
O (4.02, 8.95, 3.31)
N (1.90, 9.64, 4.00)
H (0.91, 9.33, 3.95)
H (2.20, 9.40, 4.94)
C (2.02, 11.16, 3.84)
H (2.26, 9.02, 1.01)
H (1.22, 7.98, 1.94)
H (3.04, 7.52, 1.42)
H (1.35, 11.27, 2.92)
H (3.08, 11.33, 3.56)
H (1.56, 11.71, 4.66)
C (-4.13, -3.74, -0.70)
C (-3.07, -4.67, -0.24)
O (-1.88, -4.73, -0.36)
N (-3.73, -5.61, 0.86)
H (-3.86, -4.92, 1.68)
H (-4.65, -5.93, 0.62)
C (-2.80, -6.76, 1.24)
H (-4.21, -3.08, 0.14)
H (-5.08, -4.24, -0.86)
H (-3.78, -3.25, -1.57)
H (-2.90, -7.56, 0.56)
H (-3.20, -7.00, 2.29)
H (-1.83, -6.40, 1.50)
C (-0.51, -1.46, 5.45)
C (-1.42, -2.03, 6.52)
O (-0.99, -2.38, 7.55)
N (-2.81, -2.40, 6.00)
H (-3.47, -1.65, 6.06)
H (-2.75, -2.51, 4.97)
C (-3.37, -3.56, 6.66)
H (-0.96, -1.30, 4.46)
H (0.24, -2.24, 5.37)
H (-0.11, -0.48, 5.69)
H (-3.60, -3.47, 7.72)
H (-2.50, -4.30, 6.51)
H (-4.30, -4.04, 6.26)
C (-1.32, 0.87, -3.72)
C (-0.33, -0.21, -3.57)
O (-0.43, -1.34, -4.02)
N (0.79, 0.06, -2.82)
H (0.98, 1.01, -2.57)
H (2.74, -7.90, 8.70)
C (1.70, -0.98, -2.57)
H (-2.37, 0.60, -3.45)
H (-1.39, 0.86, -4.82)
H (-0.95, 1.83, -3.47)
H (2.05, -0.90, -1.52)
H (2.67, -0.90, -3.11)
H (1.15, -1.92, -2.70)
C (-3.79, 8.26, 6.38)
C (-4.75, 7.63, 5.54)
O (-5.60, 6.81, 5.83)
N (-4.69, 7.98, 3.99)
H (-4.97, 8.99, 3.86)
H (-3.75, 7.95, 3.68)
C (-5.69, 7.11, 3.15)
H (-2.79, 8.08, 6.07)
H (-3.92, 8.01, 7.42)
H (-3.88, 9.33, 6.27)
H (-6.72, 7.35, 3.37)
H (-5.51, 6.09, 3.57)
H (-5.50, 7.20, 2.06)
Br (3.39, -4.82, -5.21)
Br (-1.22, 8.69, 4.21)
Br (-3.54, -3.26, 3.09)

Calculated values
M: 758.433 g mol⁻¹
Orbital gap: 0.83 eV
Charge: +4
E_LUMO: -0.5386 hartree


(4)
# C21H56Cl4O7S7

A cluster of 9 separate species, C21H56Cl4O7S7 in total at a distorted geometry (ωB97M-V with the def2-TZVPD basis set, OMol25).

Positions of all 95 atoms, in Å:
C (5.03, -0.59, -2.53)
S (6.55, -0.37, -1.60)
O (7.66, -0.37, -2.61)
C (6.29, 1.36, -1.14)
H (4.67, 0.32, -3.00)
H (4.27, -0.89, -1.81)
H (5.18, -1.38, -3.26)
H (5.50, 1.30, -0.37)
H (5.96, 1.96, -1.99)
H (7.17, 1.78, -0.67)
C (-0.62, -3.97, -0.51)
S (0.90, -4.82, -0.08)
O (1.08, -4.57, 1.39)
C (0.22, -6.48, -0.20)
H (-0.43, -2.95, -0.85)
H (-1.37, -4.02, 0.28)
H (-1.01, -4.43, -1.43)
H (0.92, -7.17, 0.27)
H (-0.02, -6.87, -1.19)
H (-0.67, -6.58, 0.42)
C (4.74, -4.01, 0.46)
S (5.35, -3.67, -1.23)
O (6.24, -4.81, -1.56)
C (3.75, -3.95, -2.06)
H (3.92, -3.35, 0.72)
H (5.57, -3.93, 1.16)
H (4.48, -5.06, 0.57)
H (4.00, -3.90, -3.12)
H (2.95, -3.26, -1.81)
H (3.41, -4.97, -1.87)
C (-3.37, 1.17, -2.82)
S (-3.64, -0.09, -4.09)
O (-2.44, -0.02, -5.01)
C (-3.37, -1.59, -3.10)
H (-4.09, 0.96, -2.03)
H (-3.51, 2.16, -3.25)
H (-2.33, 1.10, -2.50)
H (-2.35, -1.50, -2.71)
H (-3.32, -2.39, -3.84)
H (-4.12, -1.75, -2.33)
C (2.94, 1.74, 2.84)
S (1.94, 0.46, 3.66)
O (0.90, -0.04, 2.70)
C (3.16, -0.89, 3.57)
H (3.84, 1.90, 3.43)
H (2.28, 2.60, 2.77)
H (3.26, 1.36, 1.87)
H (2.63, -1.78, 3.91)
H (3.98, -0.75, 4.29)
H (3.44, -1.04, 2.54)
C (-0.45, 5.17, -4.27)
S (-0.04, 3.54, -3.52)
O (-0.95, 3.41, -2.33)
C (-0.74, 2.51, -4.87)
H (-1.53, 5.24, -4.24)
H (-0.10, 5.27, -5.29)
H (-0.02, 5.87, -3.55)
H (-0.29, 2.65, -5.85)
H (-1.82, 2.64, -4.87)
H (-0.47, 1.51, -4.55)
C (-0.86, 2.88, 3.46)
S (-0.48, 4.59, 2.86)
O (0.83, 4.94, 3.51)
C (-0.01, 4.10, 1.17)
H (-1.10, 2.90, 4.52)
H (0.08, 2.31, 3.39)
H (-1.52, 2.33, 2.79)
H (0.86, 3.46, 1.28)
H (0.14, 4.99, 0.56)
H (-0.75, 3.45, 0.70)
C (0.80, 0.40, -0.88)
Cl (1.51, -1.00, -0.06)
Cl (1.98, 1.68, -0.94)
Cl (0.31, -0.08, -2.52)
Cl (-0.66, 0.88, 0.01)
C (-4.25, -1.69, 1.39)
C (-3.53, -0.39, 1.08)
C (-4.16, 0.88, 1.66)
C (-4.45, 0.91, 3.16)
C (-5.21, 2.17, 3.53)
C (-5.91, 2.13, 4.90)
H (-4.05, -1.99, 2.42)
H (-3.84, -2.53, 0.82)
H (-5.31, -1.63, 1.14)
H (-2.55, -0.48, 1.58)
H (-3.30, -0.28, 0.02)
H (-5.04, 1.12, 1.05)
H (-3.46, 1.70, 1.44)
H (-4.92, -0.04, 3.43)
H (-3.46, 0.97, 3.63)
H (-4.52, 3.02, 3.46)
H (-6.02, 2.36, 2.83)
H (-5.21, 1.94, 5.71)
H (-6.54, 3.00, 5.04)
H (-6.55, 1.24, 4.91)

Calculated values
M: 786.953 g mol⁻¹
Orbital gap: 8.73 eV
Relative energy (zero: lowest compared OMol25 entry of this formula, charge and spin): 0.00 kcal/mol
E_LUMO: 0.0010 hartree


(5)
# C21H56N4O7

A cluster of 5 separate species, C21H56N4O7 in total at a distorted geometry (ωB97M-V with the def2-TZVPD basis set, OMol25).

Positions of all 88 atoms, in Å:
C (0.13, 1.88, 0.09)
O (-0.26, 1.20, -1.11)
H (0.62, 1.29, 0.86)
H (0.69, 2.77, -0.20)
H (-0.74, 2.39, 0.51)
H (-1.16, 0.89, -1.07)
C (0.24, 5.81, 1.03)
O (-0.35, 6.29, -0.14)
C (-0.56, 5.31, -1.14)
C (-1.50, 6.06, -2.14)
N (-2.77, 6.25, -1.49)
C (-3.46, 7.44, -1.96)
C (-4.83, 7.59, -1.31)
O (-4.86, 8.16, 0.01)
C (-6.20, 8.15, 0.70)
H (1.20, 5.37, 0.80)
H (-0.33, 5.12, 1.65)
H (0.49, 6.64, 1.68)
H (-1.05, 4.45, -0.69)
H (0.41, 5.09, -1.58)
H (-1.68, 5.38, -2.97)
H (-1.10, 7.02, -2.46)
H (-2.67, 6.27, -0.48)
H (-3.64, 7.43, -3.03)
H (-2.82, 8.27, -1.65)
H (-5.42, 6.67, -1.39)
H (-5.38, 8.29, -1.94)
H (-5.93, 8.17, 1.75)
H (-6.91, 7.36, 0.47)
H (-6.70, 9.12, 0.66)
C (2.34, -1.61, -1.80)
O (2.96, -1.96, -0.53)
C (4.30, -2.46, -0.68)
C (4.35, -3.79, -1.40)
N (3.74, -4.78, -0.53)
C (4.55, -5.14, 0.62)
C (5.68, -6.12, 0.16)
O (6.72, -6.06, 1.10)
C (7.98, -6.70, 0.83)
H (1.96, -0.60, -1.60)
H (1.49, -2.25, -2.02)
H (3.00, -1.69, -2.66)
H (4.83, -2.51, 0.26)
H (4.86, -1.69, -1.22)
H (5.36, -4.06, -1.73)
H (3.72, -3.80, -2.30)
H (2.84, -4.46, -0.19)
H (3.86, -5.61, 1.32)
H (5.02, -4.44, 1.31)
H (6.20, -5.81, -0.75)
H (5.34, -7.14, -0.04)
H (8.40, -6.35, -0.12)
H (7.96, -7.77, 0.66)
H (8.74, -6.44, 1.57)
C (-4.09, 0.05, 0.53)
C (-4.71, -0.18, -0.86)
C (-3.61, -1.08, -1.59)
O (-2.41, -0.31, -1.81)
C (-1.58, -0.68, -2.98)
N (-6.02, -0.80, -0.80)
H (-4.69, 0.68, 1.19)
H (-3.22, 0.71, 0.49)
H (-3.95, -0.90, 1.05)
H (-4.73, 0.76, -1.41)
H (-3.93, -1.26, -2.62)
H (-3.55, -2.07, -1.14)
H (-1.22, -1.70, -2.86)
H (-0.69, -0.06, -3.06)
H (-2.14, -0.39, -3.87)
H (-6.62, -0.31, -0.16)
H (-6.37, -0.60, -1.72)
C (2.24, -4.28, 4.36)
C (1.01, -4.34, 3.48)
C (0.82, -3.09, 2.55)
O (-0.55, -2.93, 2.07)
C (-0.69, -1.70, 1.30)
N (1.31, -5.53, 2.78)
H (3.16, -4.03, 3.83)
H (2.43, -5.20, 4.92)
H (2.12, -3.56, 5.17)
H (0.10, -4.49, 4.07)
H (1.46, -3.21, 1.67)
H (1.17, -2.18, 3.04)
H (-0.21, -1.69, 0.32)
H (-0.41, -0.80, 1.84)
H (-1.74, -1.68, 1.00)
H (1.04, -6.30, 3.38)
H (0.59, -5.73, 2.10)

Calculated values
M: 476.700 g mol⁻¹
Orbital gap: 9.16 eV
Relative energy (zero: lowest compared OMol25 entry of this formula, charge and spin): 74.36 kcal/mol
SMILES: COC[C@H](C)N.COC[C@H](C)N.COCCNCCOC.COCCNCCOC.CO
E_LUMO: 0.0251 hartree


- What is the formula in the third record?
  C21H56Br3N7O7